Formula: C26H76BF4N6O9
Source: the OMol25 dataset
Level of theory: the ωB97M-V functional and the def2-TZVPD basis

Geometry as XYZ:
```
122
C26H76BF4N6O9 the ωB97M-V functional and the def2-TZVPD basis
H -22.06734 -14.75150 -4.17247
H -24.42070 -17.14962 5.65161
H -25.67199 -9.31113 -2.24284
C -28.26787 -14.54511 -0.90120
H -21.92282 -12.50825 -1.18449
C -21.78083 -8.67940 -0.98623
F -23.82759 -13.31284 -0.12516
N -26.37958 -14.46828 2.48911
H -27.19216 -11.19295 6.96708
O -20.47721 -9.71625 2.35171
H -18.94405 -8.73587 -4.43327
O -21.91669 -10.61552 -3.82281
C -28.14041 -14.80728 3.93214
O -20.24368 -8.75164 -2.79227
H -25.82443 -15.17928 2.94343
C -28.41519 -8.91459 0.43149
C -19.25236 -8.08368 -3.61616
H -23.51309 -9.80268 -4.94529
H -25.61676 -13.75870 4.83599
H -24.69157 -16.01494 -0.12637
C -20.76456 -7.91025 -1.76899
H -26.79506 -13.02369 -1.49235
H -19.97299 -7.61758 -1.07917
C -22.78091 -9.52431 -4.18732
C -29.81886 -17.79532 -0.07048
H -20.59850 -10.62715 2.07396
H -29.01855 -14.25174 -1.63503
H -27.63749 -10.24483 2.94271
N -27.04167 -10.95451 0.13367
H -22.08709 -15.73913 1.90912
C -26.68843 -8.34302 4.30965
C -24.85460 -16.73012 0.67988
H -28.43788 -7.95393 0.94600
H -28.95614 -14.31779 4.46420
H -21.30349 -7.05299 -2.17244
H -22.60754 -9.09317 -1.56366
H -29.08853 -18.37341 0.49567
H -26.08048 -14.33855 -0.48830
C -21.12304 -9.58735 3.57411
C -26.48790 -11.57677 6.22897
C -22.01337 -14.32019 -3.17290
H -25.71294 -13.80080 2.12833
H -20.78275 -8.69531 4.10001
O -29.63225 -16.40053 -0.32356
H -26.17662 -11.33461 0.49046
C -27.10254 -9.65782 0.82930
H -23.34499 -9.06122 -3.37772
O -26.78370 -8.39758 2.92342
N -21.12238 -12.53022 -1.80005
C -26.90649 -9.69321 2.35158
H -25.11324 -18.68209 5.01773
H -29.88532 -18.32302 -1.02190
C -23.91558 -16.37135 1.83277
H -20.69344 -13.81901 2.81289
H -21.78278 -7.77362 0.98787
H -27.51303 -15.58520 4.36724
H -23.44469 -11.76928 -3.06176
O -27.17136 -12.42669 5.31818
H -26.02230 -10.75094 5.69108
O -25.19038 -16.95514 3.78980
H -28.65776 -15.27078 3.09214
H -26.72061 -10.64437 -0.77232
H -30.81318 -17.89269 0.36536
C -25.21266 -17.59714 5.05109
N -21.09008 -9.77940 -0.36886
H -27.90151 -13.06289 2.78063
H -20.65564 -13.38250 -1.52458
O -25.59654 -10.26476 -2.27653
F -22.47485 -11.91665 0.96520
H -23.94999 -18.31562 2.81228
C -27.26569 -13.73972 3.35135
H -22.65536 -15.88556 0.42700
B -23.77873 -12.10903 0.55897
H -26.71748 -7.34380 4.74418
C -21.56943 -12.87697 -3.13540
F -24.70598 -12.15217 1.55417
C -24.00046 -17.26063 3.08163
C -28.31421 -16.08659 -0.81081
N -22.54063 -16.39638 1.29071
H -24.69952 -17.73406 0.28472
H -21.38495 -13.13072 1.65531
H -18.35710 -7.86030 -3.03589
C -22.63014 -9.49943 3.34088
H -23.45640 -8.46465 0.42921
H -19.66853 -7.26988 -4.20999
H -26.61727 -14.56709 -2.17812
H -26.25305 -9.13931 0.38476
H -23.10429 -10.28659 2.75465
H -25.80060 -12.16693 6.83512
H -23.11286 -17.13708 3.70213
H -24.05887 -15.30789 2.02415
F -24.08623 -11.13408 -0.34047
H -27.50009 -8.89211 4.78696
H -25.86313 -16.70145 1.09236
H -27.65483 -16.53300 -0.06648
N -28.52507 -13.87602 0.38943
H -25.82407 -12.30675 3.77151
H -23.16783 -9.52879 4.28857
H -23.00039 -12.08849 -4.65824
H -20.62917 -9.50969 0.48841
H -25.70694 -8.72563 4.58966
H -29.34615 -9.43321 0.66044
H -28.03359 -16.55243 -1.75545
H -22.88607 -14.60054 -2.58306
H -20.87239 -10.38874 4.26912
H -22.78742 -8.53037 2.86731
O -20.76002 -13.82684 1.85803
C -26.32180 -13.07444 4.36397
H -21.86220 -10.29355 0.03060
H -26.12040 -17.38569 5.61622
H -20.61766 -12.89520 -3.66633
H -21.24271 -14.98436 -2.78166
C -26.83810 -14.08031 -1.22819
H -27.69309 -14.03687 0.93901
H -22.22178 -8.66630 -4.56057
C -22.55782 -11.85763 -3.68925
H -29.27711 -14.40980 0.80128
H -22.78652 -6.97835 -0.13837
C -22.50902 -7.97640 0.20074
H -24.92855 -10.47583 -1.62425
H -25.96244 -10.20660 2.53409
H -28.38040 -8.82064 -0.65389
```

Properties
**Frontier orbital gap**: 7.70 eV
**Molar mass**: 703.73 u
**Energy above the lowest of the compared OMol25 structures with the same formula, charge and spin**: 19.15 kcal per mole
**Net charge**: -1

Atom charges from the Mulliken analysis, given in e for atoms 1 to 5: 0.451 0.402 0.366 0.354 -0.009

=====

Formula: C26H77N7O14
Source: the OMol25 dataset
Level of theory: the ωB97M-V functional and the def2-TZVPD basis

Geometry as XYZ:
```
124
C26H77N7O14 the ωB97M-V functional and the def2-TZVPD basis
C 1.75964 0.93170 -3.82809
H -4.85813 -2.31385 1.19871
H -1.62089 -2.93874 0.05381
H 7.17672 -0.02895 1.93989
O 0.26259 0.89109 0.29990
O 4.12770 0.73275 2.50060
C -1.12822 0.27923 4.33718
N -1.57383 4.43936 -3.86344
H 8.05561 1.42604 2.44899
C 1.62610 -3.35684 0.83149
H -0.40666 -0.76950 -3.26232
H -6.18381 -1.93319 -0.45518
O 2.95807 -4.98390 -0.40420
H 0.75153 2.25328 -5.73158
H -2.23139 -1.96822 3.47488
C 0.79970 -4.00538 -3.99180
N -1.95281 -3.86979 -0.16730
H 2.07345 -1.54838 -5.13729
H 0.73388 -3.86180 0.45679
O -5.91158 -1.08230 -0.10383
N 2.32458 2.29378 -0.72098
O -5.91544 -0.56180 2.92402
H 7.67934 -0.63328 4.02184
H 1.45163 -2.93308 1.82300
H 4.47876 0.08617 4.42426
H -2.52889 -4.99022 -1.70061
H 3.14728 -1.12248 2.19868
H 1.59323 1.71238 -0.30504
H -1.47780 2.01079 7.53535
H 1.21370 1.84258 -3.55769
H 6.19752 1.86528 3.99706
H 2.41850 0.36537 1.45229
H 1.23728 -3.00659 -3.88343
H 1.52889 -4.63815 -3.47600
H -0.33776 0.61454 -2.14681
H 2.85344 -5.14419 1.60610
H 5.12930 -0.96992 3.25022
C 7.06637 0.98800 2.32419
H 0.26098 -0.98056 -1.67600
H -2.01656 2.37955 -2.08525
O -0.57961 -1.09520 0.21524
H -3.15756 3.61281 -1.85841
H -5.70335 -0.32698 3.82900
H -2.42551 1.44503 -4.88031
H -2.90885 -3.92885 0.15900
O 0.27274 2.79343 2.40254
C -0.56252 -4.09009 -2.10384
H -0.05163 2.57711 4.33721
H -0.16554 -4.93919 -1.54203
H -1.44800 3.04055 4.90224
C -3.97864 0.95707 -1.56370
H 6.47157 1.53606 1.59167
H -0.69334 4.58692 2.82939
H 0.42812 0.01486 -5.21457
H 7.87842 0.65060 4.97396
H -1.44887 2.68772 -5.83169
C -4.85895 -1.28574 0.83644
C -2.95395 -2.95266 -2.24595
H -1.99792 0.35584 7.11954
C 3.00537 -0.04191 2.27424
C -2.90255 2.81713 -2.56181
C 2.33440 -0.65138 -5.69832
C 1.41891 0.47985 -5.27363
O -2.56461 3.11869 1.25952
C -1.75663 2.30666 -4.85961
O -1.78776 0.52865 0.83884
H -5.04579 0.75230 1.59650
C -2.02915 -4.02477 -1.59964
H 2.87538 1.74329 -1.37724
H -2.37478 2.16656 1.24049
H -3.92828 -0.32510 2.42915
H 0.46251 4.62597 1.55142
N -0.68633 0.10922 0.44158
O -0.90318 -1.01455 4.82263
C 2.82033 -4.36160 0.84744
H 2.80682 1.23810 -3.77456
H 2.37168 0.02245 3.16771
H 3.40301 -0.49606 -5.53799
C -0.80319 1.21517 5.58752
H -0.01776 -3.21203 -1.74466
H 3.76526 -3.84386 1.04548
O -3.78536 1.71293 -2.75579
C -1.21483 -2.00363 3.87611
H -1.05021 3.38685 -0.00523
H -1.21031 4.67872 -4.77768
H 1.24808 -1.72548 -0.06943
H -3.29240 3.69170 -4.54269
C 6.32188 0.83754 3.65375
H -1.07625 -2.99275 4.31369
H -4.80082 0.27632 -1.77612
C -1.42478 3.83861 0.92296
H -3.29578 -3.30823 -3.21882
N 1.34126 1.57154 -6.19330
H 1.97946 3.06867 -1.27831
C 4.97337 0.09368 3.44806
H -3.83539 -2.83418 -1.61294
H 2.96685 -4.25446 -1.03338
O -0.48616 -4.14072 -3.52220
H 2.23072 -0.78288 -6.77650
H 0.79720 -4.26309 -5.05114
H -3.13023 0.33798 -1.26190
H 3.02491 2.60103 -0.05130
C -1.81620 1.36162 6.73176
C -2.45224 3.29421 -3.96345
C -0.32835 4.00415 1.98315
N -0.59466 2.57952 5.19659
H 0.10346 0.92768 6.12411
H -2.78340 1.69069 6.34566
H -2.11163 5.27491 -3.66088
H -0.54864 0.50122 3.43901
H -2.54997 -1.94484 -2.35271
O 1.97229 -2.36324 -0.10569
H -1.77721 4.76257 0.45679
H -0.84458 1.99263 -4.34719
O 1.57108 -0.02920 -2.81498
C 0.19547 -0.27043 -2.50158
H -3.91592 -1.01620 0.35461
N 7.17333 0.08241 4.52624
H 0.21407 2.09884 1.73721
H 0.82113 1.27659 -7.00966
H -4.25939 1.62575 -0.74816
H -2.19402 0.38812 4.11144
C -4.92611 -0.26086 1.98663
H -0.57201 -2.02913 2.99019
```

Properties
**Frontier orbital gap**: 7.80 eV
**Molar mass**: 711.94 u
**Energy above the lowest of the compared OMol25 structures with the same formula, charge and spin**: 0.00 kcal per mole

Atom charges from the Mulliken analysis, given in e for atoms 1 to 5: -1.520 0.505 -0.033 0.318 -0.305

=====

| no. | E (a.u.) | E_HOMO (eV) |
| --- | --- | --- |
| 1 | -2466.331961 | -5.38 |
| 2 | -2473.132294 | -8.64 |